44
Properties=species:S:1:pos:R:3 method="wB97M-V/def2-TZVPD" homo_energy_ev=-9.827 fmax_ev_per_a=0.813 gap_ev=10.342 relative_energy_ev=0.000 spin_multiplicity=1
C 1.096 -0.650 -2.412
C 1.630 -2.038 -2.727
O 2.822 -2.360 -1.987
P 2.796 -2.965 -0.523
O 3.385 -4.305 -0.371
O 1.242 -2.864 -0.136
O 3.523 -1.832 0.319
C 2.979 -1.437 1.601
C 1.865 -0.405 1.484
C 0.714 -0.612 2.483
O 0.552 -1.971 2.841
C -0.755 -2.473 2.636
H 1.950 0.025 -2.312
H 0.484 -0.630 -1.513
H 0.520 -0.295 -3.270
H 0.870 -2.807 -2.591
H 1.932 -2.076 -3.775
H 1.089 -3.397 0.646
H 2.643 -2.327 2.130
H 3.838 -1.044 2.143
H 2.293 0.584 1.671
H 1.496 -0.374 0.460
H -0.207 -0.242 2.026
H 0.886 -0.006 3.379
H -1.183 -2.109 1.698
H -1.409 -2.212 3.474
H -0.686 -3.562 2.594
C -3.110 2.427 -2.482
O -1.824 2.320 -1.863
P -1.738 1.845 -0.350
O -2.145 0.466 -0.095
O -2.546 2.936 0.481
C -3.869 2.639 0.955
O -0.238 2.156 -0.004
C 0.372 3.394 -0.407
H -3.743 1.581 -2.213
H -3.586 3.364 -2.190
H -2.949 2.425 -3.556
H -3.905 1.639 1.381
H -4.594 2.721 0.146
H -4.099 3.375 1.720
H -0.327 4.224 -0.318
H 0.720 3.312 -1.435
H 1.216 3.559 0.257